117
Properties=species:S:1:pos:R:3:forces:R:3:lowdin_charge:R:1 method="wB97M-V/def2-TZVPD" e_homo_ev=-2.3 largest_force_ev_per_a=6.17 lumo_energy_ev=-0.519 total_charge=-1
Rb 0.1998 -28.8704 -19.4445 -0.2 0.0 -0.4 0.896
O -8.1959 -27.5602 -21.7122 0.3 0.0 0.8 -0.062
O -3.6370 -30.6924 -25.4452 1.0 1.3 -0.6 -0.101
O -9.2305 -26.4783 -18.8290 0.0 -0.8 0.4 -0.078
O -6.6115 -22.8462 -25.4432 1.4 0.1 -0.2 -0.172
O 6.6216 -24.5156 -31.2813 0.4 1.2 -1.6 -0.068
O -0.7686 -25.0639 -16.8406 0.5 -1.3 0.2 -0.059
O -2.2384 -28.6816 -24.0482 0.5 -0.1 0.1 -0.101
O -6.7462 -35.4561 -33.4498 -1.2 -0.2 -0.1 -0.060
O -1.2400 -27.0936 -32.7607 0.7 -0.4 0.5 -0.065
O 6.6282 -26.5333 -29.3314 -0.1 0.4 -0.5 -0.056
O -2.8373 -32.9500 -18.1962 0.6 1.6 0.1 -0.048
O -3.3165 -34.4261 -33.0418 1.2 -1.0 -0.3 -0.061
O 1.9130 -27.7927 -32.8438 1.8 -0.8 1.4 -0.037
O -9.4901 -26.2719 -29.6081 -0.4 -0.8 0.3 -0.216
O -1.1629 -24.5060 -19.7490 -0.3 0.6 1.9 -0.069
O -0.6313 -30.5202 -29.0161 0.3 1.0 2.0 -0.119
O -11.1011 -35.3419 -25.9330 -1.6 0.7 -0.1 -0.061
O -4.4993 -33.0277 -20.3045 -1.5 1.7 0.1 -0.086
O -9.1012 -32.9880 -26.6517 -1.1 2.2 1.5 -0.036
O 1.0370 -36.1693 -28.9042 0.4 -1.2 0.9 -0.071
O -1.1354 -35.8969 -27.0682 -0.2 0.3 1.6 -0.057
O 1.1756 -29.1976 -27.1678 -0.1 0.0 -1.3 -0.076
N -6.9737 -25.7122 -27.8389 -0.7 0.3 -0.3 -0.058
C -9.0510 -25.8977 -20.1025 1.3 0.1 -0.2 -0.242
C -8.1836 -26.4770 -30.0387 1.1 1.6 1.5 -0.221
C -6.8508 -23.4012 -26.7146 -1.1 -1.4 -1.0 -0.241
C -3.1164 -34.1301 -18.8225 -0.7 -3.1 -1.1 -0.283
C -5.3592 -22.1525 -25.4986 0.0 0.5 0.8 -0.118
C 1.0476 -27.3094 -33.7624 -1.7 1.3 -1.3 -0.301
C -0.9024 -37.1925 -27.5594 1.6 1.6 -2.2 -0.249
C -9.7815 -35.3867 -26.3542 0.7 -0.1 1.0 -0.276
C -7.8509 -26.4161 -20.9436 -1.1 0.6 0.3 -0.246
C -1.7493 -29.1482 -25.0965 0.9 -0.1 -1.8 -0.386
C -10.4545 -27.1036 -30.2638 1.0 1.0 0.4 -0.090
C -2.0328 -24.7980 -17.4020 0.6 0.9 0.5 -0.271
C -1.9111 -23.9494 -18.5884 -0.6 0.8 -3.3 -0.226
C -4.6968 -34.3278 -32.9288 -0.5 0.8 0.6 -0.273
C -2.6594 -30.0962 -25.9943 -0.3 -1.8 0.3 -0.360
C -5.4009 -35.6766 -33.2060 1.5 0.9 0.3 -0.259
C 6.5378 -25.1378 -29.0675 -0.1 0.8 1.5 -0.272
C -0.4049 -28.9294 -25.6577 -4.9 0.6 3.7 -0.055
C 0.5743 -37.2022 -27.9849 0.2 -0.4 -1.2 -0.234
C -3.5589 -34.0478 -20.3124 0.2 0.9 0.3 -0.228
C -6.1306 -24.7397 -27.1191 0.7 1.2 0.4 -0.202
C -0.0368 -26.4277 -33.1203 -0.7 0.7 -0.9 -0.245
C -2.2264 -30.4156 -27.3366 -0.5 0.8 1.3 -0.048
C 7.2616 -24.2524 -30.0619 -1.0 -2.2 0.4 -0.247
C -9.2652 -34.2291 -27.1837 1.0 -1.9 -1.3 -0.299
C -7.3313 -25.3827 -29.2475 0.7 -0.3 -0.5 -0.174
C -0.9555 -30.1380 -27.8300 -0.7 -0.5 -2.2 -0.411
C -0.0411 -29.3613 -26.8925 3.4 -0.6 -1.0 -0.445
H -8.4593 -32.9305 -25.9402 0.2 -0.3 0.0 0.104
H -9.4002 -27.4214 -18.8878 0.0 -0.1 -0.2 0.083
H -6.8389 -34.9534 -34.2624 0.0 0.1 0.0 0.087
H -3.7194 -32.5756 -18.1376 0.1 0.8 0.1 0.086
H -0.3918 -25.6240 -33.7654 0.3 -0.1 -0.6 0.107
H -6.3696 -25.2186 -29.7336 0.1 -0.1 -0.7 0.103
H -9.9694 -25.9428 -20.6878 0.0 0.3 -0.1 0.119
H -10.6883 -26.5271 -31.1588 -1.0 -0.3 -0.1 0.084
H -10.0655 -28.0648 -30.5997 0.2 -0.2 0.3 0.081
H -7.0307 -26.5652 -20.2414 0.2 -0.4 0.1 0.111
H -8.7559 -24.9026 -19.7696 -0.4 0.4 -0.8 0.115
H -4.1141 -34.8730 -20.7584 0.9 -1.0 0.5 0.121
H 0.1603 -28.2311 -25.0582 0.7 -0.1 -0.2 0.074
H -2.3090 -34.8565 -18.7297 0.3 0.3 0.1 0.117
H -7.8430 -24.4274 -29.3640 -0.3 -0.1 0.4 0.107
H 8.2950 -24.5972 -30.0259 0.4 0.2 -0.5 0.113
H -7.5307 -25.6516 -21.6516 -0.1 0.5 0.1 0.114
H 5.7465 -26.8026 -29.0635 0.1 -0.9 -0.1 0.092
H -7.3484 -27.8303 -22.0731 -0.1 -0.5 -0.4 0.088
H -8.2506 -34.5395 -27.4338 0.0 -0.6 -0.9 0.122
H -5.2235 -24.3763 -27.6021 0.2 -0.3 -1.2 0.097
H -4.6310 -32.7474 -21.2132 -0.2 0.3 0.0 0.102
H -2.7896 -33.6888 -20.9960 0.7 -0.6 0.2 0.123
H -9.8809 -34.0809 -28.0708 0.1 -0.2 -0.2 0.129
H 6.1085 -25.3267 -31.2991 0.3 -0.2 0.5 0.082
H -7.8392 -27.4904 -29.8323 0.1 -0.2 0.2 0.119
H -1.0256 -38.0487 -26.8962 -0.6 0.3 0.3 0.112
H -5.4178 -21.2617 -26.1240 -0.1 -0.1 -0.6 0.081
H -5.6414 -25.1547 -26.2378 -0.8 -0.6 0.3 0.120
H -2.8914 -30.9293 -28.0150 -0.2 -0.3 0.2 0.079
H 0.6395 -28.1035 -34.3877 -0.7 -0.2 0.1 0.118
H -1.4700 -37.2165 -28.4897 -0.3 -1.0 0.0 0.117
H -1.6972 -25.1410 -20.2316 -0.4 0.1 0.0 0.074
H -1.5880 -22.9186 -18.4431 1.0 -0.3 0.3 0.124
H -4.4939 -22.7540 -25.7772 -0.2 -0.3 -0.3 0.089
H -2.9306 -23.7258 -18.9027 -0.4 -0.3 -0.3 0.118
H -11.3666 -34.4232 -26.0173 -0.4 0.1 0.2 0.082
H -1.8140 -35.4149 -27.5466 -0.1 -0.3 0.0 0.095
H -2.5814 -25.6835 -17.7229 0.3 -0.4 0.6 0.127
H 1.5649 -26.7022 -34.5052 0.5 0.3 0.3 0.112
H -9.1878 -35.3918 -25.4401 0.6 -0.2 0.2 0.112
H 0.7972 -38.1419 -28.4903 -0.5 -0.3 -0.5 0.099
H -11.2018 -27.2331 -29.4809 -0.5 -0.1 -0.7 0.091
H -4.9617 -33.9134 -31.9561 -0.2 -0.5 0.5 0.120
H -0.4671 -24.3282 -16.3027 -0.2 0.1 -0.1 0.091
H -5.0278 -33.5153 -33.5756 -0.6 -0.3 -0.8 0.111
H -6.4799 -26.5839 -27.9674 0.3 -0.1 0.7 0.105
H -3.9360 -34.5480 -18.2380 -0.4 -0.6 -0.4 0.116
H 7.2078 -23.1902 -29.8231 -0.1 -0.1 0.1 0.120
H -0.9805 -27.4834 -31.9227 -0.8 -0.5 0.4 0.084
H 5.4732 -24.9036 -29.0626 -0.1 0.5 0.0 0.123
H -8.1185 -26.3191 -31.1152 0.3 0.2 -0.2 0.113
H -6.6445 -22.6480 -27.4751 0.0 0.2 -0.1 0.106
H 1.4468 -28.3587 -32.2243 0.0 -0.2 0.2 0.105
H 1.2378 -37.3636 -27.1353 0.1 1.2 0.4 0.106
H -5.0889 -21.7192 -24.5357 -0.4 -0.4 0.4 0.078
H -7.9055 -23.6629 -26.7985 -0.3 0.3 0.3 0.116
H -9.6944 -36.3680 -26.8206 0.6 0.2 -0.5 0.121
H -2.8634 -33.6387 -32.7315 -0.2 0.1 0.1 0.097
H 0.4449 -35.4631 -29.1731 -0.6 -0.2 0.8 0.082
H 6.9188 -24.9709 -28.0600 0.1 0.2 0.2 0.112
H -4.8799 -36.1612 -34.0316 0.0 -0.1 -0.2 0.115
H -5.3200 -36.3425 -32.3468 0.0 0.1 0.1 0.122
H 0.3402 -25.8903 -32.2501 0.5 -0.2 0.1 0.120
H -2.5983 -24.2186 -16.6722 -0.6 -0.3 0.0 0.127

---

116
Properties=species:S:1:pos:R:3:forces:R:3:lowdin_charge:R:1 method="wB97M-V/def2-TZVPD" smiles="COC[C@H](C)N.COC[C@H](C)N.ClC(Cl)Cl.ClC(Cl)Cl.CN(C)C=O.CN(C)C=O.CN(C)C=O.CN(C)C=O.CN(C)C=O.CN(C)C=O" e_homo_ev=-8.7 largest_force_ev_per_a=1.67 lumo_energy_ev=0.182
Cl -1.6473 1.4654 4.9123 -0.2 -0.1 0.1 0.579
Cl -1.6830 4.2003 5.7607 -0.3 0.3 0.2 0.576
Cl -4.0622 2.5271 6.1510 0.1 0.0 0.2 0.545
Cl 4.6358 -2.8750 -3.5194 0.1 0.2 -0.1 0.571
Cl 2.2663 -2.5998 -1.8344 0.2 0.2 -0.1 0.561
Cl 3.1852 -5.2064 -2.6495 -0.1 0.0 -0.1 0.516
O 0.8761 2.6847 0.1699 0.1 0.0 0.2 0.010
O -1.1893 -3.4165 -0.5781 0.0 0.1 0.3 -0.024
O -2.2970 0.9591 -1.8272 -0.1 0.3 0.1 0.012
O 4.0980 5.3578 -5.3166 0.2 -0.4 -0.4 -0.183
O 1.8640 -0.4512 6.3879 0.0 0.1 0.1 0.013
O 3.7719 5.9105 4.4237 0.2 0.1 -0.1 0.013
O -2.6315 -5.6013 4.2672 0.1 -0.2 0.2 -0.196
O 1.0633 -0.6035 -6.3405 0.2 0.0 0.1 -0.007
N 2.3239 4.1569 4.2870 0.2 -0.4 0.0 -0.181
N -1.4614 -5.3435 -1.7772 0.1 0.5 0.1 -0.177
N 3.8835 4.0970 -2.8522 -0.1 -0.2 0.3 0.038
N 0.1928 0.5627 0.6882 0.0 -0.2 -0.4 -0.165
N -3.8126 -0.6647 -2.3469 0.1 0.1 0.1 -0.186
N 2.3427 -1.0091 4.2344 0.5 0.4 -0.3 -0.187
N -0.0989 1.1010 -5.3922 0.2 0.3 1.3 -0.189
N -2.7321 -4.1255 1.9219 0.5 -0.8 0.3 0.060
C -0.7420 -4.3274 -1.2496 0.0 -0.3 -0.6 -0.320
C -0.2284 1.9833 -4.2335 0.1 0.3 -0.6 -0.040
C 2.0084 4.3650 2.9057 -1.0 0.2 -1.3 -0.056
C 1.5895 3.1576 5.0491 0.8 0.4 1.2 -0.077
C -4.2005 -2.0490 -2.1933 0.7 -0.4 1.0 -0.050
C -2.6700 2.8917 5.1403 0.1 -0.2 -0.2 -1.533
C -0.8442 -6.2304 -2.7351 0.6 -0.3 -0.2 -0.055
C 0.8825 0.1830 -5.4263 -0.3 -0.5 -0.6 -0.347
C -2.4366 -3.4869 3.2214 0.8 0.6 -0.8 -0.444
C -3.0649 -4.2573 4.3351 -1.2 -0.3 0.3 -0.224
C 1.7284 5.1938 -2.4512 0.9 0.5 0.6 -0.052
C 3.1157 5.8078 -4.4427 -1.0 -0.1 0.2 -0.248
C -0.2316 0.8400 2.0435 0.2 0.0 -0.4 -0.073
C -1.0877 1.2503 -6.4160 0.3 0.0 -0.9 -0.050
C -4.4172 0.0689 -3.4314 0.0 -0.2 -0.7 -0.050
C 2.5355 -0.3248 5.3850 -0.3 -0.3 0.1 -0.360
C -2.7452 -0.1624 -1.6886 0.6 -0.4 -0.6 -0.322
C 3.0593 -3.5042 -3.1443 -0.3 -0.3 0.5 -1.533
C -2.6160 -6.2643 5.5184 -0.4 0.5 0.1 -0.101
C 0.0655 -0.8003 0.2067 -0.4 0.2 0.7 -0.082
C -2.8947 -2.0460 3.1996 0.0 0.9 0.6 -0.063
C 3.2103 4.9572 4.9198 -0.3 0.1 0.0 -0.354
C -2.8252 -5.5659 -1.3556 -0.4 -1.1 -0.2 -0.044
C 3.1405 -0.7096 3.0417 -1.2 0.3 -0.1 -0.037
C 1.2975 -1.9776 4.0481 -0.8 -0.4 -1.1 -0.066
C 4.5871 6.3599 -6.1644 0.1 0.4 0.0 -0.114
C 0.7259 1.5103 -0.1034 -0.4 0.3 -0.4 -0.338
C 2.7108 4.6889 -3.5069 0.5 -0.4 0.6 -0.439
H -1.9933 -3.8772 1.2621 -0.4 0.6 0.0 0.032
H 4.1609 -0.4090 3.2501 0.1 -0.3 0.2 0.089
H 4.8317 7.2597 -5.5833 0.0 0.0 -0.1 0.088
H -3.3857 -2.6305 -1.7447 0.2 0.3 -0.1 0.061
H -2.5438 -1.4772 4.0712 0.0 -0.3 0.1 0.061
H 2.2410 3.8506 -4.0266 0.0 0.3 -0.5 0.115
H -1.3441 -3.5046 3.3667 -0.1 0.1 0.3 0.131
H 0.9674 1.1093 -1.1028 0.2 0.0 0.0 0.125
H 2.3905 -3.4473 -3.9915 0.2 0.0 -0.2 0.017
H 0.7315 -1.8248 3.1145 0.4 0.5 0.0 0.056
H 0.5105 0.3893 2.7070 -0.2 0.3 0.4 0.061
H 2.6504 0.1073 2.4968 0.2 0.0 -0.1 0.076
H -2.0828 1.2565 -5.9736 -0.1 -0.1 -0.1 0.080
H -3.5172 -5.6499 -2.2000 0.1 0.6 -0.1 0.091
H -0.9846 -1.0972 0.1995 0.2 -0.1 0.2 0.046
H 2.7764 4.9043 2.3585 0.3 -0.1 0.4 0.089
H -2.5035 -1.4755 2.3544 -0.1 -0.4 -0.2 0.055
H 0.5900 -1.4605 0.9023 0.1 -0.2 -0.3 0.077
H 0.2033 2.9587 -4.4789 -0.1 0.1 0.2 0.080
H -1.2179 0.4290 2.2615 0.1 -0.2 -0.2 0.056
H -0.4709 -7.1507 -2.2752 -0.2 0.0 0.0 0.095
H 3.3838 0.3771 5.3215 0.0 0.0 0.0 0.134
H -1.4991 -6.4890 -3.5676 -0.3 0.1 0.2 0.093
H 2.1803 6.1104 -4.9445 0.3 0.3 -0.3 0.131
H 1.7261 -2.9689 3.8677 -0.1 -0.1 0.7 0.099
H -0.3133 1.9164 2.1728 0.3 0.0 0.1 0.077
H -0.9351 2.1714 -6.9909 -0.1 0.1 0.3 0.096
H 1.1393 2.3909 4.4303 -0.2 0.2 -0.2 0.053
H -4.2296 1.1362 -3.3976 0.1 0.0 0.4 0.083
H -2.7696 -7.3261 5.3481 0.3 -0.1 0.0 0.086
H -2.1935 -0.9107 -1.0935 -0.6 0.0 0.1 0.103
H -4.9916 -2.1420 -1.4455 -0.5 -0.1 -0.5 0.097
H 1.0863 4.9423 2.7219 0.1 0.1 0.5 0.099
H 2.3246 5.4860 -1.5783 -0.1 -0.1 0.0 0.079
H -2.4889 -5.1085 2.0729 -0.5 0.0 0.0 0.070
H -2.9180 -3.8253 5.3310 0.6 0.1 -0.1 0.129
H 0.4894 -1.9427 4.7723 0.6 -0.1 0.7 0.090
H 4.3927 4.8046 -2.3323 -0.1 0.0 0.0 0.071
H -3.0622 3.1766 4.1738 0.1 0.1 -0.1 0.015
H -4.1636 -4.2201 4.2179 0.1 -0.1 -0.2 0.137
H 3.4944 6.6577 -3.8545 -0.1 0.0 0.0 0.133
H 4.5294 3.7241 -3.5362 -0.1 0.1 -0.1 0.063
H 0.0125 -5.7467 -3.2071 0.0 0.1 0.2 0.069
H 1.8007 3.4442 2.3533 0.3 -0.2 0.3 0.059
H -1.6888 -6.0456 6.0562 0.1 -0.3 0.0 0.090
H -3.1400 -4.8182 -0.6371 0.0 0.1 0.0 0.064
H -4.3998 -2.5270 -3.1486 -0.4 0.2 -0.1 0.092
H 0.2802 1.5925 -3.3564 0.0 -0.1 0.0 0.070
H 1.0473 4.4251 -2.0989 -0.2 0.1 -0.1 0.061
H 0.4298 -0.9171 -0.8102 0.2 0.1 0.1 0.042
H 2.2583 2.6510 5.7548 0.2 -0.1 -0.3 0.079
H -2.9098 -6.5662 -0.9070 0.2 0.2 0.3 0.097
H 0.8948 3.6550 5.7289 -0.5 -0.3 -0.5 0.034
H 0.3250 -4.3900 -1.5103 -0.1 0.1 -0.1 0.080
H -3.9823 -1.9424 3.2127 0.0 -0.2 -0.2 0.084
H 3.8641 6.6388 -6.9405 -0.1 0.0 0.1 0.088
H 1.2386 6.1284 -2.7327 -0.4 -0.3 -0.3 0.075
H -1.2856 2.1121 -4.0126 0.0 0.0 0.2 0.076
H -0.9669 0.4561 -7.1519 -0.2 -0.2 0.2 0.087
H 3.0530 -1.5761 2.3897 0.6 -0.1 0.0 0.085
H -5.4888 -0.1225 -3.4725 0.0 0.1 0.1 0.089
H 5.4936 6.0038 -6.6491 0.0 -0.1 0.0 0.087
H 3.3550 4.6752 5.9783 0.0 -0.1 0.0 0.136
H -3.9853 -0.2883 -4.3773 -0.1 0.0 0.0 0.091
H 1.4992 0.1709 -4.5158 0.1 0.1 0.1 0.131
H -3.4375 -5.9112 6.1545 0.0 -0.1 -0.1 0.085